2 unconnected molecules or ions with the total composition C33H34ClN3O2 in a non-equilibrium geometry. Source: the Open Molecules 2025 dataset; level of theory: ωB97M-V/def2-TZVPD.

Summary:
gap between HOMO and LUMO: 2.01 eV
energy: -55857.20153 eV
E_LUMO: -2.50 eV

The geometry in XYZ format:
```
73
Properties=species:S:1:pos:R:3:forces:R:3:lowdin_charge:R:1
C -4.1321 -1.8613 3.1176 -0.08 -0.16 0.08 -0.091
C -4.4243 -1.7729 1.6298 0.01 0.78 -0.24 -0.219
O -4.3448 -0.3433 1.3002 0.00 -1.42 0.62 -0.063
C -4.4832 -0.0214 -0.0121 0.83 1.59 -1.13 -0.528
C -3.9579 1.3467 -0.2720 0.59 -1.02 2.50 -0.149
N -4.2368 1.9406 -1.3739 -1.55 1.36 -2.28 0.012
C -4.2034 3.2233 -1.6671 0.60 -0.38 0.80 -0.161
C -4.6497 3.7403 -2.9517 0.39 -0.09 -0.11 -0.232
C -4.0649 4.9006 -3.5236 -0.37 -0.48 -0.15 -0.054
C -4.4072 5.2946 -4.8169 -0.31 -0.17 -0.05 -0.128
C -5.3853 4.5783 -5.5282 0.31 -0.55 1.47 -0.717
Cl -5.8074 5.0596 -7.1173 -0.18 0.23 -0.67 0.641
C -6.0135 3.4575 -4.9477 0.51 0.43 0.01 -0.109
C -5.6284 3.0388 -3.6747 -0.11 0.07 -0.57 -0.038
O -4.9642 -0.7606 -0.8438 -0.11 -0.51 0.31 0.051
H -3.8565 -2.8831 3.4073 -0.05 0.13 -0.10 0.066
H -3.3118 -1.1892 3.3762 0.00 -0.07 -0.01 0.072
H -5.0049 -1.5801 3.7144 0.12 0.06 -0.11 0.074
H -3.6595 -2.3097 1.0357 -0.40 0.23 0.15 0.112
H -5.4218 -2.1861 1.3935 0.50 0.29 -0.09 0.123
H -3.4355 1.8739 0.5620 -0.49 -0.35 -0.30 0.102
H -3.8810 3.9631 -0.9146 0.16 -0.15 -0.16 0.103
H -3.2905 5.4356 -2.9668 -0.26 -0.15 -0.20 0.103
H -3.9143 6.1414 -5.3025 -0.21 -0.25 0.23 0.096
H -6.7723 2.9197 -5.5136 0.16 0.11 0.14 0.098
H -6.0627 2.1407 -3.2272 0.16 0.35 -0.15 0.115
C 3.1151 2.8756 -4.2857 -0.08 0.14 -0.35 0.000
N 2.8812 2.0030 -3.1468 -0.06 -0.39 0.15 -0.080
C 2.1100 0.8800 -3.1237 0.31 0.09 1.35 0.046
C 2.0482 0.3698 -1.8032 0.17 0.91 -0.20 -0.149
C 1.2867 -0.6938 -1.2846 0.40 -1.93 -0.08 0.079
C 1.7080 -1.5743 -0.2291 -0.35 0.06 -0.61 -0.196
C 3.0182 -1.6560 0.3554 -0.18 0.00 0.54 0.016
C 3.2544 -2.2938 1.5710 -0.44 0.15 -1.01 -0.133
C 2.1861 -2.9859 2.2199 -0.33 0.32 0.06 -0.078
N 2.3388 -3.5430 3.4587 -0.04 0.26 -0.34 -0.060
C 3.6490 -3.6716 4.0701 0.54 -0.17 0.08 -0.156
C 4.5590 -2.5022 3.7139 -0.17 0.11 -0.06 -0.163
C 4.6133 -2.3071 2.1961 0.68 -0.16 0.08 -0.142
C 1.2973 -4.3847 4.0219 -0.41 -0.50 0.07 -0.150
C -0.1022 -3.9241 3.6256 -0.01 0.09 0.09 -0.162
C -0.2083 -3.8277 2.1124 -0.54 -0.54 0.28 -0.150
C 0.9381 -3.0780 1.5420 0.13 0.16 -0.93 -0.142
C 0.7492 -2.4782 0.3150 0.49 0.52 0.51 0.035
C 2.8151 1.3026 -0.9814 0.46 0.23 -0.57 -0.118
C 3.0234 1.4187 0.3900 0.53 0.47 0.24 -0.018
C 3.7317 2.5272 0.8800 -0.47 -0.48 -0.27 -0.073
C 4.1668 3.5437 0.0125 -0.05 -0.27 -0.70 -0.076
C 3.9832 3.4285 -1.3804 0.16 0.46 0.65 -0.008
C 3.3232 2.2981 -1.8506 -0.64 -0.21 0.22 -0.160
H 3.6109 3.7862 -3.9312 -0.23 -0.30 -0.17 0.079
H 3.7483 2.4201 -5.0576 -0.09 -0.07 0.32 0.099
H 2.1593 3.1481 -4.7491 0.21 -0.01 0.15 0.104
H 1.7240 0.4112 -4.0131 -0.12 0.26 -0.15 0.140
H 0.3338 -0.9614 -1.7857 0.64 0.19 0.34 0.139
H 3.8596 -1.2236 -0.1925 -0.26 0.16 0.38 0.136
H 3.5222 -3.7398 5.1612 -0.05 0.05 -0.33 0.126
H 4.1351 -4.6161 3.7496 -0.23 0.23 0.07 0.138
H 4.1853 -1.5898 4.1932 0.01 -0.11 -0.05 0.123
H 5.5648 -2.6940 4.1041 -0.20 0.05 -0.04 0.118
H 5.2175 -3.1220 1.7641 -0.15 0.17 0.04 0.130
H 5.1375 -1.3747 1.9642 -0.04 -0.12 -0.02 0.120
H 1.4335 -5.4295 3.6778 0.04 0.26 0.14 0.139
H 1.4011 -4.3878 5.1165 0.06 0.06 -0.31 0.126
H -0.8476 -4.6327 4.0016 0.18 0.13 0.08 0.119
H -0.3165 -2.9437 4.0714 0.09 -0.17 -0.03 0.126
H -0.2575 -4.8354 1.6750 0.00 0.11 0.10 0.133
H -1.1341 -3.3131 1.8345 0.07 -0.17 0.06 0.113
H -0.1716 -2.6663 -0.2312 -0.10 0.31 0.23 0.133
H 2.6608 0.6295 1.0419 0.07 0.36 0.09 0.104
H 3.9253 2.5995 1.9522 -0.12 0.09 -0.35 0.104
H 4.6315 4.4360 0.4346 -0.02 -0.30 -0.24 0.104
H 4.3053 4.2257 -2.0634 -0.10 -0.37 0.47 0.106
```
Positions in Å, forces in eV/Å.

A molecular structure, C15H13CrN7O12P2. Source: the Open Molecules 2025 dataset; level of theory: ωB97M-V/def2-TZVPD.

Summary:
gap between HOMO and LUMO (alpha / beta): 4.47 / 7.69 eV
spin multiplicity: 5
<S²>: 6.034
energy above the lowest of the compared OMol25 structures with the same formula, charge and spin: 0.5218 eV
energy: -97782.42246 eV
total charge: -2
E_LUMO (alpha / beta): 4.18 / 4.18 eV

The geometry in XYZ format:
```
50
Properties=species:S:1:pos:R:3:forces:R:3:lowdin_charge:R:1
Cr -0.0625 0.4199 -0.5701 -0.09 0.15 -0.12 0.957
O 5.0114 0.4619 3.2498 0.00 0.02 0.01 0.052
C 3.8732 0.3897 2.4953 0.01 0.00 0.00 -0.287
C 3.1612 1.5220 2.1354 -0.01 -0.02 -0.03 0.058
C 2.0330 1.3529 1.3637 0.02 0.04 -0.01 -0.169
N 1.5776 0.1669 0.9489 0.00 -0.16 -0.04 0.129
C 2.2578 -0.9260 1.3249 0.00 -0.03 0.04 -0.115
C 3.4120 -0.8462 2.0908 0.00 0.00 -0.02 0.065
C 1.7241 -2.3287 0.9453 0.03 -0.01 -0.14 -0.641
O 2.4903 -3.2706 1.2213 -0.03 0.02 0.06 -0.043
O 0.5990 -2.3200 0.4230 0.12 -0.04 0.17 0.004
C 1.1983 2.5529 1.0056 -0.14 0.03 0.06 -0.584
O 1.4602 3.6567 1.4508 0.02 -0.01 -0.01 0.063
O 0.1664 2.2575 0.2836 -0.03 0.00 -0.20 -0.175
H 5.1899 1.3908 3.4302 0.00 -0.02 -0.01 0.097
H 3.4401 2.5261 2.4291 0.00 0.00 0.00 0.123
H 3.9111 -1.7705 2.3421 0.00 0.00 0.00 0.122
N -1.6138 1.4188 2.3173 -0.04 -0.01 -0.04 0.167
C -2.1317 0.2724 1.7928 0.00 0.06 -0.01 -0.442
N -3.1213 -0.2888 2.5002 0.00 -0.02 0.02 0.131
C -3.6098 -1.4147 1.9510 -0.02 0.03 -0.05 -0.496
N -4.6560 -2.0023 2.6494 0.00 -0.02 0.01 0.100
N -3.2415 -1.9826 0.8336 0.01 -0.02 0.02 0.159
C -2.2209 -1.3649 0.1765 -0.03 -0.02 -0.03 -0.267
N -1.6263 -0.2052 0.6601 0.01 -0.05 0.00 0.085
C -1.7272 -1.8976 -1.0249 -0.05 0.00 -0.04 -0.228
C -2.2675 -3.0536 -1.6385 0.02 0.02 0.00 -0.025
C -1.7193 -3.5097 -2.8032 0.00 0.00 0.00 -0.102
C -0.6290 -2.8305 -3.3771 0.02 0.01 0.00 -0.083
C -0.1429 -1.7132 -2.7264 -0.02 0.00 0.01 -0.110
N -0.6652 -1.2545 -1.5962 0.00 0.02 0.04 -0.016
H -2.2077 1.8397 3.0102 0.00 -0.01 0.01 0.089
H -1.1505 2.0350 1.6640 0.08 0.01 0.01 0.066
H -4.6389 -1.7834 3.6322 0.00 0.00 0.00 0.068
H -4.7607 -2.9807 2.4341 0.00 0.00 0.00 0.074
H -3.0998 -3.5455 -1.1577 0.00 0.00 0.00 0.093
H -2.1231 -4.3956 -3.2811 0.00 0.00 0.00 0.088
H -0.1668 -3.1612 -4.2960 0.00 0.00 0.00 0.082
H 0.6980 -1.1512 -3.1093 0.00 0.00 -0.01 0.111
O 2.5244 2.8202 -1.5342 -0.02 -0.03 0.02 -0.118
P 1.7887 1.8972 -2.6457 0.06 0.00 0.05 0.218
O 2.6257 1.7661 -3.8494 -0.02 0.01 -0.02 -0.293
O 1.3935 0.6478 -1.8726 -0.06 0.16 0.19 -0.345
O 0.4637 2.7354 -2.9691 -0.07 -0.03 -0.14 -0.244
P -1.1132 2.6454 -2.5642 0.00 -0.13 -0.04 0.223
O -1.2538 3.8636 -1.5367 0.07 -0.07 0.22 -0.132
O -1.9564 2.8706 -3.7429 0.02 0.05 -0.02 -0.286
O -1.2845 1.3389 -1.7870 0.09 0.04 0.11 -0.339
H 2.9875 3.5421 -1.9684 0.03 0.02 -0.02 0.075
H -0.7969 3.6067 -0.7106 0.02 0.04 -0.07 0.046
```
Positions in Å, forces in eV/Å.

A molecular structure, C6H7IrLiO6 in a non-equilibrium geometry. Source: the Open Molecules 2025 dataset; level of theory: ωB97M-V/def2-TZVPD.

Summary:
gap between HOMO and LUMO (alpha / beta): 6.25 / 5.13 eV
spin multiplicity: 6
<S²>: 8.767
energy above the lowest of the compared OMol25 structures with the same formula, charge and spin: 2.9859 eV
energy: -21638.06331 eV
total charge: +2
E_LUMO (alpha / beta): -10.19 / -12.47 eV

The geometry in XYZ format:
```
21
Properties=species:S:1:pos:R:3:forces:R:3:lowdin_charge:R:1
Li 1.0324 1.9049 0.0841 -0.72 1.26 -0.01 0.768
O -0.8293 1.5036 -0.4682 -0.04 -0.58 -0.03 0.024
O -0.6080 -0.2888 -1.7929 -0.15 -0.97 -0.15 0.033
C 0.5821 0.1954 -2.4760 -0.68 0.99 -0.11 -0.070
C 1.8354 -0.2280 -1.7335 0.10 -1.48 -2.67 -0.205
O 1.8866 0.2895 -0.4413 0.44 0.68 -0.46 -0.407
C -1.1293 0.3788 -0.8127 0.56 -1.32 3.05 -0.273
H 0.5436 -0.2568 -3.4724 0.19 0.06 0.27 0.169
H 0.4976 1.2861 -2.5717 0.11 -0.23 -0.11 0.149
H 2.6919 0.1234 -2.3371 -0.13 0.11 0.48 0.171
H 1.8881 -1.3311 -1.7446 0.03 0.37 0.36 0.154
Ir 1.7772 -0.4494 1.2377 0.80 -2.09 0.72 1.761
O 1.0746 1.2467 2.0886 2.06 0.93 -0.02 -0.125
O -0.1191 -0.5721 2.1319 1.65 -0.67 0.15 -0.170
C -1.3809 -1.1048 1.9509 -0.11 0.04 1.65 -0.076
C -1.9902 -1.0348 0.6872 -0.79 1.88 -3.97 0.088
O -0.8364 1.2650 3.2968 2.17 -1.20 -1.06 0.267
C 0.0355 0.7649 2.6437 -5.57 2.30 2.21 -0.654
H -1.9281 -1.2495 2.8808 0.11 0.09 -0.15 0.166
H -2.1041 -1.9864 0.1583 0.16 0.32 -0.34 0.116
H -2.9196 -0.4568 0.6903 -0.20 -0.49 0.20 0.114
```
Positions in Å, forces in eV/Å.

Which of these has the lowest energy? C15H13CrN7O12P2

Which value of energy does entry 3 give? -21638.06331 eV

What is the formula in the third record? C6H7IrLiO6

Which value of energy does entry 2 give? -97782.42246 eV